*1*
11
Properties=species:S:1:pos:R:3:nbo_charge:R:1 method="wB97M-V/def2-TZVPD" gap_ev=8.700 smiles="[O-][N+]#CBr.C=C=C" lumo_energy_ha=-0.010 total_charge=0 e_homo_ev=-8.981
O 1.95 -2.88 1.20 -0.3626
N 2.49 -1.93 0.80 0.1716
C 2.55 -0.87 0.27 -0.0180
Br 3.66 0.46 -0.35 0.1904
C 0.04 -0.24 1.07 -0.5029
C 0.25 0.19 -0.13 0.1052
C -0.06 0.56 -1.37 -0.4942
H 0.75 0.02 1.80 0.2182
H -0.82 -0.80 1.25 0.2336
H -0.81 1.29 -1.29 0.2259
H 0.54 0.42 -2.28 0.2330

=====

*2*
11
Properties=species:S:1:pos:R:3:nbo_charge:R:1 method="wB97M-V/def2-TZVPD" gap_ev="7.538 / 7.472" lumo_energy_ha="-0.026 / -0.029" total_charge=0 e_homo_ev="-8.247 / -8.259"
C 1.71 -0.11 -0.99 0.0855
C 0.37 -0.63 -1.05 0.0613
C 2.08 -1.63 -2.57 0.1944
C -0.64 -0.07 -0.02 -0.6519
N 0.11 -1.63 -1.82 -0.3314
O 2.45 -0.57 -1.93 -0.3928
Br 2.41 -1.81 -4.38 0.1305
H 2.08 0.81 -0.35 0.2170
H -0.87 0.92 -0.37 0.2229
H -1.58 -0.61 -0.15 0.2353
H -0.44 -0.04 1.01 0.2292

=====

Which one sits at the top of the stability order? *2* does.

=====

*1*
11
Properties=species:S:1:pos:R:3:nbo_charge:R:1 method="wB97M-V/def2-TZVPD" gap_ev=8.593 smiles=BrCc1cnco1 lumo_energy_ha=-0.031 total_charge=0 e_homo_ev=-9.438
Br -1.26 0.30 2.84 -0.1928
C 0.38 -0.60 1.48 -0.3100
C 0.16 -0.26 0.09 0.1158
C -0.54 -0.69 -1.00 -0.0184
N -0.50 0.20 -1.98 -0.4720
C 0.15 1.20 -1.47 0.3662
O 0.58 1.01 -0.28 -0.3855
H 1.33 -0.06 1.83 0.2525
H 0.35 -1.66 1.60 0.2296
H -1.01 -1.60 -1.05 0.2085
H 0.34 2.16 -2.07 0.2062

=====

*2*
11
Properties=species:S:1:pos:R:3:nbo_charge:R:1 method="wB97M-V/def2-TZVPD" gap_ev=11.105 smiles=C[C@H]1O[C@@]1(Br)C#N lumo_energy_ha=0.021 total_charge=0 e_homo_ev=-10.539
C -0.36 0.19 -0.23 -0.6624
C 0.52 -0.99 0.11 0.0979
O -0.16 -2.16 0.42 -0.4338
C 0.46 -2.21 -0.81 0.0511
Br 2.04 -3.25 -1.12 0.0879
C -0.36 -2.02 -2.07 0.2318
N -0.99 -1.70 -2.96 -0.2848
H -1.07 -0.22 -0.97 0.2403
H 0.11 1.15 -0.50 0.2389
H -0.81 0.42 0.80 0.2295
H 1.53 -0.75 0.51 0.2036

=====

Which one sits at the top of the stability order? *1* does.

=====

*1*
19
Properties=species:S:1:pos:R:3:nbo_charge:R:1 method="wB97M-V/def2-TZVPD" gap_ev=6.339 smiles="C=NCC[C@H](N)C[O-]" lumo_energy_ha=0.141 total_charge=-1 e_homo_ev=-2.499
C 0.68 -1.97 1.87 -0.1109
N 1.16 -0.89 2.36 -0.3803
C 1.16 0.28 1.44 -0.2645
C -0.07 0.29 0.58 -0.4698
C 0.02 -0.08 -0.99 -0.0837
N 0.87 1.08 -1.65 -0.8824
C -1.56 0.02 -1.70 0.0256
O -2.04 1.15 -1.37 -0.9289
H 0.71 -2.65 2.68 0.1599
H 0.33 -2.22 0.91 0.1731
H 1.18 1.26 2.02 0.1790
H 2.07 0.18 0.90 0.2103
H -0.76 -0.37 0.97 0.2012
H -0.62 1.16 0.69 0.2348
H 0.40 -1.10 -1.23 0.1429
H 0.48 1.89 -1.26 0.3533
H 0.58 1.07 -2.67 0.3450
H -1.45 -0.18 -2.81 0.0392
H -2.24 -0.83 -1.43 0.0561

=====

*2*
19
Properties=species:S:1:pos:R:3:nbo_charge:R:1 method="wB97M-V/def2-TZVPD" gap_ev=6.374 lumo_energy_ha=0.148 total_charge=-1 e_homo_ev=-2.336
N -1.71 0.13 -1.73 -0.8901
C -0.88 -1.03 -2.07 0.2603
N 0.10 -1.66 -1.46 -0.5002
C 0.52 -1.26 -0.13 -0.2834
C 1.33 0.04 -0.06 -0.4416
C 1.08 0.59 1.31 -0.4318
C -0.25 1.47 1.52 -0.0237
O -1.15 0.50 1.77 -0.9880
H -1.49 0.54 -0.76 0.4304
H -2.69 0.02 -1.94 0.3745
H -1.23 -1.54 -3.03 0.1399
H -0.42 -1.15 0.60 0.2691
H 1.18 -2.16 0.21 0.1631
H 0.81 0.75 -0.67 0.1986
H 2.37 -0.26 -0.36 0.1906
H 1.13 -0.17 2.20 0.1928
H 1.98 1.09 1.69 0.1607
H -0.51 1.97 0.55 0.0706
H -0.17 2.13 2.36 0.1084

=====

Which one sits at the top of the stability order? *2* does.

=====

*1*
14
Properties=species:S:1:pos:R:3:nbo_charge:R:1 method="wB97M-V/def2-TZVPD" gap_ev=11.764 lumo_energy_ha=-0.110 total_charge=+1 e_homo_ev=-14.768
C 1.57 1.28 1.23 -0.4118
N 0.32 0.47 1.63 -0.7227
H 1.70 2.06 2.07 0.2400
H 2.29 0.48 1.10 0.2306
H 1.47 1.79 0.28 0.2353
H -0.06 -0.17 0.79 0.4869
H -0.48 1.07 1.96 0.4247
H 0.48 -0.06 2.47 0.4224
C -0.64 -1.09 -1.62 0.5504
N -1.75 -1.30 -2.26 -0.7470
O -0.69 -0.84 -0.39 -0.7193
H 0.23 -0.86 -2.25 0.1587
H -1.85 -1.49 -3.30 0.4338
H -2.59 -1.34 -1.70 0.4179

=====

*2*
14
Properties=species:S:1:pos:R:3:nbo_charge:R:1 method="wB97M-V/def2-TZVPD" gap_ev=9.475 lumo_energy_ha=-0.140 total_charge=+1 e_homo_ev=-13.285
C -0.16 -0.72 1.02 0.0654
C 0.42 -1.11 2.17 -0.1366
N 1.86 -1.45 2.06 -0.6919
N 0.55 -0.41 -0.14 -0.9077
H -1.24 -0.86 0.97 0.2330
H 0.04 -0.84 3.14 0.2568
H 2.19 -1.90 2.91 0.4517
H 2.48 -0.63 2.00 0.4472
H 2.04 -2.02 1.23 0.4497
H 0.25 0.45 -0.58 0.4226
H 0.96 -1.09 -0.77 0.4099
H -2.80 4.05 -4.17 0.4705
H -3.33 3.26 -5.39 0.4752
O -3.27 3.26 -4.43 -0.9457

=====

*3*
14
Properties=species:S:1:pos:R:3:nbo_charge:R:1 method="wB97M-V/def2-TZVPD" gap_ev=9.866 lumo_energy_ha=-0.152 total_charge=+1 e_homo_ev=-13.999
O 0.24 1.01 -1.44 -0.5678
C -0.77 0.64 -0.81 0.4878
C -0.72 0.16 0.62 -0.3587
N -2.02 0.45 1.28 -0.8181
H -1.77 0.63 -1.32 0.1896
H -0.56 -0.96 0.53 0.2234
H 0.13 0.59 1.20 0.2117
H -2.03 -0.06 2.21 0.3816
H -2.12 1.42 1.60 0.3806
N 1.94 -0.79 -0.77 -0.9109
H 1.66 -1.14 0.12 0.4262
H 1.24 0.00 -1.18 0.4626
H 2.86 -0.35 -0.65 0.4498
H 1.92 -1.60 -1.39 0.4423

=====

Which one sits at the top of the stability order? *1* does.